DFT (ωB97M-V with the def2-TZVPD basis set) results for C30H47BBrGdN3O2P2 as an isolated structure.

molecular weight: 791.64 g/mol
expectation value of S²: 16.15
LUMO (alpha / beta): -3.50 / -3.80 eV
frontier orbital gap (alpha / beta): 0.2411 / 0.2063 Eh
spin multiplicity: 8
net charge: +1

CARTESIAN COORDINATES (ANGSTROEM)
1 Gd -1.18506 0.16909 0.04577
2 C 0.38161 -2.16071 -3.05596
3 C -0.21454 -0.88607 -3.72902
4 C 0.39301 -0.65410 -5.11579
5 C -1.74600 -1.08752 -3.78057
6 P 0.16826 0.52621 -2.52657
7 C 2.03551 0.37948 -2.42447
8 N 2.41945 -0.05690 -1.11242
9 B 1.63307 0.21988 0.08376
10 N 2.39599 -0.41561 1.12654
11 C 2.16065 -0.26347 2.55760
12 P 0.29965 -0.00891 2.74869
13 C -0.15529 -1.50930 3.85764
14 C 0.39608 -1.30805 5.30832
15 C 0.45834 -2.78074 3.15509
16 C -1.68781 -1.63938 3.88649
17 C 0.24894 1.66161 3.57170
18 C 1.38314 1.91554 4.59652
19 C -1.07409 1.87259 4.33930
20 C 0.31539 2.79342 2.49737
21 C 3.40110 -1.22231 0.58467
22 C 4.33945 -2.11635 1.15938
23 C 5.40968 -2.53752 0.39091
24 C 5.50645 -2.19397 -0.96411
25 C 4.51922 -1.42576 -1.57939
26 C 3.45079 -0.98164 -0.80031
27 C -0.09751 2.27809 -3.21637
28 C 0.12366 3.23409 -1.99931
29 C 0.81184 2.68578 -4.39666
30 C -1.55968 2.51025 -3.61640
31 H 0.08615 -3.03620 -3.65268
32 H -0.00697 -2.23522 -2.04398
33 H 1.48688 -2.14027 -3.00842
34 H 0.27917 -1.56924 -5.71530
35 H 1.44953 -0.42740 -5.04223
36 H -0.13183 0.23006 -5.58172
37 H -2.00357 -2.16929 -3.85957
38 H -2.13963 -0.54206 -4.63894
39 H -2.26654 -0.75505 -2.88672
40 H 2.44895 1.42446 -2.55208
41 H 2.38404 -0.23700 -3.23821
42 H 2.68543 0.63046 2.94011
43 H 2.47398 -1.12593 3.12567
44 H 1.48752 -1.31523 5.32228
45 H 0.05802 -2.18399 5.86168
46 H 0.03137 -0.43326 5.79179
47 H 1.52711 -2.88748 3.35949
48 H 0.27235 -2.74616 2.04781
49 H -0.09861 -3.61409 3.55279
50 H -2.09859 -0.70723 4.26478
51 H -1.94386 -2.41624 4.58354
52 H -2.07555 -1.91544 2.87391
53 H 1.49960 1.18884 5.40682
54 H 1.12871 2.88133 5.00454
55 H 2.33616 2.04024 4.12036
56 H -1.29351 1.12959 5.11751
57 H -1.99461 1.93315 3.70355
58 H -1.03975 2.84483 4.85880
59 H 1.15970 2.64604 1.82565
60 H 0.35090 3.77165 3.00514
61 H -0.55176 2.82007 1.86047
62 H 4.32234 -2.39667 2.23062
63 H 6.23813 -3.13676 0.80605
64 H 6.33989 -2.61331 -1.52046
65 H 4.60543 -1.23117 -2.65611
66 H 1.07734 3.22862 -1.50051
67 H -0.64031 2.92543 -1.26635
68 H -0.07147 4.24178 -2.37198
69 H 1.85247 2.76950 -4.18232
70 H 0.58148 3.71695 -4.71203
71 H 0.62889 2.11099 -5.29394
72 H -2.21606 2.55027 -2.74181
73 H -1.98135 1.78700 -4.33170
74 H -1.59248 3.52283 -4.04631
75 Br -1.95527 -2.87631 -0.37305
76 C -3.60460 -1.81354 -0.61416
77 C -4.92893 -2.19072 -0.88014
78 C -5.94371 -1.23772 -0.86396
79 C -5.65280 0.12860 -0.50110
80 C -4.30911 0.46132 -0.35741
81 N -3.37000 -0.54378 -0.40625
82 C -3.82314 1.80925 -0.02041
83 O -4.62980 2.72234 0.15761
84 O -2.47803 1.93983 -0.01240
85 H -5.17309 -3.22505 -1.12889
86 H -6.91618 -1.66471 -1.02664
87 H -6.39172 0.93334 -0.38555

These are the Mulliken partial charges, in e, on atoms 1 to 2: 0.053 -1.739



DFT (ωB97M-V with the def2-TZVPD basis set) results for C30H47BF3IrN8S3 as an isolated structure.

molecular weight: 875.99 g/mol
relative energy (zero: lowest compared OMol25 entry of this formula, charge and spin): 55.9 kcal per mole
expectation value of S²: 0.76
LUMO (alpha / beta): -10.44 / -11.26 eV
frontier orbital gap (alpha / beta): 0.2281 / 0.1951 Eh
spin multiplicity: 2
net charge: +3

CARTESIAN COORDINATES (ANGSTROEM)
1 Ir 0.29247 3.16634 1.16704
2 C 0.10538 2.61394 -4.02695
3 C -0.40634 1.68943 -2.95777
4 C -1.42145 0.80218 -3.17405
5 C -1.93532 0.00211 -2.11039
6 N -1.37774 0.02646 -0.92783
7 N -0.34320 0.84897 -0.73631
8 B 0.44750 0.81729 0.56307
9 N 1.93291 0.53557 0.26717
10 N 2.04223 -0.48307 -0.59995
11 C 3.23526 -0.87572 -0.96212
12 C 4.38496 -0.27765 -0.37583
13 C 4.26973 0.76892 0.49219
14 C 5.44737 1.47982 1.09397
15 C 2.95740 1.20643 0.76718
16 S 2.70663 2.65079 1.66225
17 C 3.30286 -1.91951 -2.06855
18 C 2.27798 -3.03406 -1.80856
19 C 4.70383 -2.51972 -2.20207
20 C 2.94198 -1.17683 -3.37163
21 N -0.05147 -0.03641 1.73212
22 N -0.42575 -1.28576 1.40244
23 C -0.70451 -2.12327 2.36425
24 C -0.64662 -1.70082 3.72164
25 C -0.27448 -0.43338 4.05734
26 C -0.19176 0.02913 5.48685
27 C 0.03961 0.41408 2.97690
28 S 0.55057 2.02698 3.30830
29 C -1.10431 -3.55042 2.02308
30 C -2.64597 -3.63149 2.03301
31 C -0.57493 -4.51650 3.10355
32 C -0.53943 -3.96794 0.65991
33 C 0.10435 1.72372 -1.64300
34 S 1.25144 2.91117 -1.12973
35 C -3.18439 -0.83852 -2.32543
36 C -3.21767 -2.02075 -1.34875
37 C -4.38291 0.09021 -2.05095
38 C -3.24786 -1.37160 -3.76927
39 H -0.57737 2.64567 -4.87264
40 H 1.07676 2.27113 -4.39593
41 H 0.25373 3.62585 -3.64595
42 H -1.88024 0.74291 -4.15340
43 H 5.37016 -0.65498 -0.62422
44 H 6.36798 0.93180 0.91092
45 H 5.32677 1.61049 2.17225
46 H 5.55209 2.47773 0.65653
47 H 2.56510 -3.62569 -0.93437
48 H 2.24311 -3.70217 -2.67109
49 H 1.28147 -2.62392 -1.63878
50 H 5.06302 -2.93848 -1.25811
51 H 5.43004 -1.79328 -2.57519
52 H 4.66850 -3.33452 -2.92513
53 H 1.91515 -0.79753 -3.33005
54 H 3.02618 -1.86682 -4.21375
55 H 3.62316 -0.33954 -3.55307
56 H -0.89845 -2.40445 4.50663
57 H -0.95407 -0.45869 6.09106
58 H -0.30240 1.10925 5.58933
59 H 0.77911 -0.24001 5.91136
60 H -3.07363 -3.10292 2.89095
61 H -2.94684 -4.67782 2.10151
62 H -3.08043 -3.21747 1.12082
63 H -1.19815 -4.51479 4.00028
64 H 0.46063 -4.29817 3.38420
65 H -0.59890 -5.53046 2.70473
66 H -0.69865 -3.19233 -0.08926
67 H -1.02100 -4.88867 0.33086
68 H 0.53629 -4.15256 0.73247
69 H -2.96199 -1.68592 -0.34478
70 H -2.50939 -2.79555 -1.65344
71 H -4.21581 -2.45744 -1.33955
72 H -4.36886 0.45738 -1.01934
73 H -5.31246 -0.45993 -2.20461
74 H -4.39006 0.94859 -2.73212
75 H -2.27650 -1.74412 -4.10601
76 H -3.60880 -0.62078 -4.47661
77 H -3.95049 -2.20243 -3.81346
78 N -1.81807 3.09542 1.97154
79 C -2.71833 4.08386 1.33643
80 C -2.31025 4.16969 -0.09420
81 N -0.87781 4.53849 -0.08700
82 H -2.19369 2.15743 1.85339
83 H -1.76755 3.27055 2.97280
84 H -2.57673 5.04422 1.82970
85 H -3.76779 3.80824 1.42796
86 H -2.91432 4.90391 -0.62579
87 H -2.42114 3.20375 -0.59224
88 H -0.78383 5.46980 0.31970
89 H -0.51317 4.61764 -1.03410
90 F 1.24289 5.81523 1.14102
91 C 0.84200 4.95247 2.07847
92 F -0.25099 5.47922 2.68295
93 F 1.79564 4.85065 2.99327

These are the Mulliken partial charges, in e, on atoms 1 to 2: 2.607 -1.840



DFT (ωB97M-V with the def2-TZVPD basis set) results for C30H47Be2Cl6N3O9 as an isolated structure.

molecular weight: 824.46 g/mol
relative energy (zero: lowest compared OMol25 entry of this formula, charge and spin): 31.0 kcal per mole
LUMO: -3.75 eV
frontier orbital gap: 0.0619 Eh

CARTESIAN COORDINATES (ANGSTROEM)
1 C 0.57362 3.93187 0.01918
2 C 0.45955 2.69658 0.66849
3 C -0.43468 2.63117 1.81182
4 C -1.53482 1.62271 1.69282
5 C -2.25201 1.90305 0.37094
6 C -3.44460 2.80729 0.58247
7 N -3.01007 4.21512 0.76522
8 H 1.47405 4.53831 0.09669
9 H -0.30164 4.23480 -0.51266
10 H 0.93598 1.78334 0.33689
11 H 0.20165 2.40890 2.67644
12 H -0.83928 3.65056 2.00426
13 H -2.24204 1.85542 2.48771
14 H -1.59036 2.30675 -0.40052
15 H -2.66196 0.97195 -0.03787
16 H -4.13599 2.77672 -0.25763
17 H -3.98958 2.52962 1.47578
18 H -3.84680 4.80884 0.76238
19 H -2.65046 4.32599 1.71708
20 Be 0.12105 6.11572 -1.00072
21 C -0.82697 -0.05778 -2.50433
22 Cl -1.95612 -1.00779 -1.50309
23 Cl 0.81094 -0.16618 -1.88289
24 H -0.84187 -0.44826 -3.51548
25 H -1.14461 0.97922 -2.49464
26 C -4.16035 9.94558 -0.05576
27 C -2.78605 9.69416 -0.10685
28 C -2.41107 8.20810 0.11055
29 O -1.23886 7.76587 0.02552
30 C -3.43097 7.31734 0.41948
31 C -4.80387 7.53545 0.49105
32 C -5.21643 8.99465 0.17375
33 O -6.39931 9.31666 0.12393
34 O -5.65066 6.67487 0.76804
35 O -1.86171 10.49166 -0.30521
36 H -4.51083 10.95828 -0.20986
37 H -3.06786 6.32728 0.61753
38 Be -1.53762 5.28074 0.25657
39 C 1.91637 -5.18097 2.75497
40 C 0.88857 -4.54990 3.72747
41 C 1.60668 -3.56348 4.66164
42 C 2.10086 -2.27119 4.00701
43 C 1.26927 -1.84466 2.79065
44 C -0.15964 -2.39117 2.76708
45 N -0.10179 -3.87214 2.87414
46 O -1.19402 -4.42206 2.79737
47 C -0.74010 -2.01190 1.40837
48 C -1.00588 -1.74517 3.85915
49 C 0.31548 -5.66211 4.58961
50 H 1.43058 -5.90816 2.10052
51 H 2.69868 -5.69851 3.30618
52 H 2.40496 -4.43885 2.12342
53 H 0.93283 -3.30672 5.48313
54 H 2.44863 -4.06953 5.13056
55 H 2.10192 -1.47722 4.75545
56 H 3.14207 -2.39070 3.69789
57 H 1.24429 -0.75826 2.71978
58 H 1.78964 -2.17804 1.88874
59 H -0.20065 -2.50873 0.59845
60 H -0.65373 -0.93354 1.26319
61 H -1.79705 -2.27221 1.32519
62 H -1.00741 -0.66766 3.70060
63 H -0.62792 -1.93972 4.86278
64 H -2.04136 -2.08750 3.81903
65 H 1.12440 -6.12870 5.14504
66 H -0.16480 -6.43976 3.99794
67 H -0.41110 -5.27679 5.30797
68 N -5.37877 -0.77076 -2.52073
69 H -5.81294 0.01712 -2.03365
70 H -5.52734 -0.67291 -3.52662
71 H -4.36925 -0.78024 -2.32040
72 H -5.79746 -1.64448 -2.19726
73 O -3.89756 -4.88284 4.22313
74 H -4.47278 -4.29643 3.72332
75 H -3.00644 -4.61709 3.97187
76 C 0.87239 -0.23170 -6.26072
77 Cl -0.88580 -0.23405 -5.99249
78 Cl 1.19984 -0.29598 -7.98916
79 Cl 1.55984 1.23691 -5.57602
80 Cl 1.57839 -1.64018 -5.46545
81 C 7.36719 -3.82098 -6.55087
82 C 7.03106 -2.66610 -5.98256
83 C 5.61045 -2.26014 -5.84965
84 O 5.29879 -1.20773 -5.33504
85 C 4.57945 -3.19040 -6.37205
86 C 4.91411 -4.34493 -6.94047
87 C 6.33606 -4.75221 -7.07429
88 O 6.64100 -5.80423 -7.59025
89 H 8.39700 -4.13612 -6.65848
90 H 7.76732 -1.97422 -5.59438
91 H 3.55093 -2.86914 -6.26088
92 H 4.17726 -5.03679 -7.32845
93 C 5.03174 -2.67224 1.27941
94 O 5.14914 -3.57728 2.25357
95 H 5.40207 -2.96366 0.26577
96 H 3.98454 -2.31593 1.05093
97 H 5.56238 -1.69794 1.43758

These are the Mulliken partial charges, in e, on atoms 1 to 2: -0.945 -0.382



DFT (ωB97M-V with the def2-TZVPD basis set) results for C30H47Cl2CrN4O8Si as an isolated structure.

molecular weight: 742.71 g/mol
relative energy (zero: lowest compared OMol25 entry of this formula, charge and spin): 0.0 kcal per mole
expectation value of S²: 3.78
LUMO (alpha / beta): -0.69 / -0.70 eV
frontier orbital gap (alpha / beta): 0.2815 / 0.2847 Eh
spin multiplicity: 4

CARTESIAN COORDINATES (ANGSTROEM)
1 C -0.45656 3.39142 -4.39957
2 C 0.96853 3.63195 -4.78591
3 H -1.01987 4.32597 -4.37736
4 H -0.53183 2.92380 -3.41097
5 H -0.93050 2.71599 -5.12514
6 C 1.40452 4.72087 -5.43406
7 C 0.53564 5.82682 -5.92795
8 H 2.46381 4.83679 -5.66080
9 H -0.24376 6.11342 -5.20645
10 H 0.03766 5.56715 -6.87486
11 H 1.14767 6.71427 -6.13581
12 Cr -1.30444 -0.86430 1.97726
13 Cl -1.47023 -0.10104 -0.14089
14 C 0.93240 -2.01934 0.82323
15 O 0.61755 -1.35507 1.86059
16 N 2.20024 -2.24660 0.48242
17 C 3.27969 -1.64586 1.24561
18 C 2.53000 -2.95798 -0.74672
19 H 0.16027 -2.41784 0.15482
20 H 2.93241 -1.40295 2.25165
21 H 3.64740 -0.73739 0.74372
22 H 4.11248 -2.35239 1.29512
23 H 1.61929 -3.45287 -1.10736
24 H 3.30966 -3.70349 -0.53810
25 H 2.90946 -2.25934 -1.51024
26 H 0.08587 -3.69508 6.31057
27 H -2.24062 -4.95313 6.14844
28 C -0.52561 -2.78387 6.33964
29 C -2.69523 -3.95072 6.11689
30 N -1.74895 -2.98256 5.57549
31 H 0.02861 -1.94459 5.92261
32 C -1.98091 -2.30402 4.44702
33 O -1.16503 -1.47637 3.95719
34 H -3.58989 -3.97845 5.48726
35 H -2.94804 -2.50092 3.95760
36 H -0.78440 -2.58517 7.38596
37 H -2.97644 -3.66541 7.14101
38 H -3.75285 3.05790 1.80274
39 H -1.21336 2.81376 0.73391
40 C -3.24757 3.26344 2.75828
41 C -1.01190 3.31049 1.69514
42 N -1.87841 2.77844 2.72879
43 H -3.78084 2.76141 3.56902
44 C -1.57958 1.59300 3.26841
45 O -0.63137 0.86404 2.85571
46 H 0.03666 3.15276 1.97060
47 H -2.24482 1.27480 4.09064
48 H -3.23519 4.34546 2.92404
49 H -1.22396 4.38073 1.60667
50 O 2.02529 2.72399 -2.89269
51 C 1.93586 2.56080 -4.30601
52 C 4.31457 3.47321 -4.64644
53 C 3.28630 2.59430 -5.01704
54 H 4.19354 4.10721 -3.76281
55 C 5.46902 3.54964 -5.44183
56 H 1.45809 1.58671 -4.49542
57 C 3.42915 1.79520 -6.15661
58 H 6.26818 4.23824 -5.15281
59 C 5.59438 2.77049 -6.59326
60 C 4.57077 1.88481 -6.94999
61 H 2.60324 1.12724 -6.42082
62 H 6.48799 2.83838 -7.21162
63 H 4.65323 1.26843 -7.84109
64 Si 2.56950 1.84796 -1.58205
65 Cl -3.53064 -0.23094 2.21499
66 C 3.61383 3.05856 -0.63486
67 C 3.60719 0.39697 -2.13125
68 C 1.09511 1.36018 -0.58592
69 H 4.37754 3.49542 -1.29204
70 H 4.11698 2.57176 0.21021
71 H 2.99233 3.87427 -0.24189
72 H 0.39878 2.20116 -0.49113
73 H 1.35543 1.01265 0.42010
74 H 0.55632 0.55391 -1.09487
75 H 4.40810 0.74411 -2.79948
76 H 3.02864 -0.36563 -2.66706
77 H 4.08870 -0.09320 -1.27313
78 O -3.26468 -2.61829 -0.08214
79 C -2.86907 -3.06451 0.99258
80 O -1.75544 -2.78067 1.62048
81 C -3.75329 -4.04972 1.74053
82 C -3.21867 -5.11356 2.49387
83 C -4.05598 -5.95271 3.21486
84 C -5.45000 -5.69895 3.22530
85 C -5.99032 -4.64714 2.46056
86 C -5.14038 -3.83328 1.72346
87 N -6.29823 -6.37293 4.16443
88 O -5.78398 -7.21236 4.93931
89 O -7.51788 -6.08605 4.18707
90 H -2.14454 -5.28069 2.50338
91 H -3.65720 -6.77611 3.79874
92 H -7.06197 -4.46908 2.47273
93 H -5.55347 -3.01772 1.13580

These are the Mulliken partial charges, in e, on atoms 1 to 2: -1.348 0.233